Entry 1:
{
  "formula": "C24H26Cl2F6IrN4O2P3",
  "method": "ωB97M-V/def2-TZVPD",
  "symbols": ["C", "H", "H", "C", "F", "C", "C", "C", "P", "H", "F", "Cl", "H", "H", "C", "H", "C", "H", "C", "C", "C", "H", "H", "H", "P", "C", "H", "H", "C", "C", "H", "H", "F", "H", "H", "H", "O", "C", "H", "H", "F", "O", "N", "C", "P", "H", "N", "H", "C", "C", "C", "C", "C", "H", "F", "N", "F", "C", "H", "H", "C", "C", "H", "C", "N", "Ir", "Cl", "H"],
  "positions_angstrom": [[-3.56, -0.47, 2.55], [2.42, 1.88, -2.88], [3.35, -0.78, -2.74], [-3.69, -2.07, 0.29], [2.27, -0.08, 1.95], [-2.50, -1.35, 0.52], [-1.52, 3.15, 0.05], [1.81, 2.86, 4.38], [-0.69, 1.82, -0.84], [1.00, 0.86, -3.14], [2.10, -3.24, 2.60], [-6.19, -2.87, 0.79], [0.26, -4.69, -4.86], [1.94, -1.76, -2.29], [-4.80, -1.99, 1.16], [-1.83, 3.90, -0.67], [-0.41, -3.78, -3.03], [4.28, 1.21, -1.23], [-0.07, -1.38, -4.26], [0.05, -3.76, -4.34], [-1.25, -2.61, -1.03], [-2.82, 0.92, -1.47], [0.18, 3.15, -2.64], [-0.87, 3.59, 0.80], [2.08, 0.32, -1.07], [1.54, 1.46, -2.40], [2.31, 3.16, 5.29], [-3.77, -2.70, -0.59], [-2.43, -0.53, 1.69], [-4.73, -1.18, 2.29], [-3.51, 0.14, 3.44], [-2.41, 2.75, 0.54], [0.88, -1.75, 1.30], [3.36, 2.09, 0.02], [-2.22, 2.11, -2.64], [4.01, 0.49, 0.37], [-1.53, -3.66, -0.50], [0.22, -2.54, -4.97], [1.20, 3.25, -1.21], [2.97, 4.15, 3.10], [3.17, -1.95, 1.07], [-1.49, 0.25, 4.21], [-0.49, -1.38, -3.00], [-0.67, -2.56, -2.41], [2.28, -1.71, 2.38], [-1.56, 0.44, -2.62], [0.59, 2.05, 2.03], [0.43, 1.48, 5.33], [0.20, 1.56, 3.21], [-1.94, 1.26, -2.01], [1.56, 2.97, 2.01], [3.57, 1.11, -0.40], [2.74, -1.13, -1.91], [0.56, -2.48, -5.99], [1.22, -1.34, 3.52], [-1.27, 0.11, 1.91], [3.51, -1.51, 3.31], [0.78, 1.93, 4.41], [-0.57, -4.70, -2.49], [1.82, 3.38, 1.04], [-0.93, 0.59, 3.21], [2.19, 3.40, 3.16], [3.35, -1.71, -1.22], [0.64, 2.56, -1.84], [-1.45, -1.40, -0.31], [0.27, 0.16, 0.47], [-6.04, -1.04, 3.35], [0.06, -0.41, -4.73]],
  "nbo_charge": [-0.0546, 0.2675, 0.2585, -0.0557, -0.6007, 0.1904, -0.9666, -0.1161, 1.2308, 0.2575, -0.5376, 0.1993, 0.2502, 0.2576, -0.0488, 0.2681, -0.1724, 0.2591, 0.0340, -0.1443, 0.6226, 0.2525, 0.2701, 0.2663, 1.1192, -0.7362, 0.2555, 0.2642, 0.1435, -0.0748, 0.2815, 0.2590, -0.5967, 0.2420, 0.2629, 0.2913, -0.4820, -0.2068, 0.2476, 0.2527, -0.5765, -0.4803, -0.4649, 0.0462, 2.6282, 0.3052, -0.4515, 0.2703, 0.0835, -0.9974, 0.0446, -0.9530, -0.9546, 0.2492, -0.5682, -0.5465, -0.5415, -0.1577, 0.2627, 0.1996, 0.6500, -0.1963, 0.2919, -0.7453, -0.4549, 0.9829, 0.1643, 0.1996],
  "s2": 6.04,
  "multiplicity": 5,
  "largest_force_ha_per_bohr": 0.0111,
  "de_lowest_kcal_mol": 0.0,
  "gap_ev": [8.2, 5.8],
  "charge": 2,
  "total_energy_ha": -3947.30707,
  "homo_ev": [-14.35, -15.34]
}

***

Entry 2:
{
  "formula": "C9H19Al2BClF4Li2N3O10S2",
  "method": "ωB97M-V/def2-TZVPD",
  "symbols": ["C", "H", "H", "B", "H", "C", "Cl", "H", "H", "H", "O", "C", "O", "F", "H", "S", "S", "C", "O", "O", "H", "O", "C", "H", "H", "Al", "Li", "C", "H", "C", "O", "O", "H", "F", "F", "N", "O", "Li", "H", "H", "F", "H", "C", "H", "Al", "O", "N", "H", "N", "C", "H", "H", "O"],
  "positions_angstrom": [[0.94, -1.88, 2.33], [1.75, -1.98, 1.60], [-2.38, 1.53, -0.74], [-3.27, -0.36, 0.09], [-4.01, 3.15, -0.27], [0.92, -1.12, -3.03], [4.60, 2.76, -2.24], [2.93, -0.99, 3.64], [7.82, 2.63, -4.30], [3.04, -1.20, -2.68], [8.05, 3.47, -4.74], [-3.03, 1.23, 0.12], [0.30, -0.38, -3.78], [5.95, 1.47, -0.05], [0.07, -2.43, 1.97], [-1.71, -1.39, 0.02], [-5.67, 1.50, -1.05], [0.75, -3.44, 4.21], [3.64, 1.70, -2.31], [1.07, -3.93, 5.28], [-0.11, -3.82, 3.63], [-7.49, 4.57, 0.53], [-6.71, 0.31, -0.18], [3.31, -2.56, 4.39], [-2.49, 1.44, 1.08], [-5.01, 3.89, -1.44], [-1.58, -2.80, -2.72], [2.18, -0.58, -2.40], [2.38, 0.45, -2.71], [-8.10, -1.27, 0.30], [4.26, 3.79, -3.18], [0.61, -2.34, -2.70], [-8.35, 4.28, 0.83], [7.49, -0.89, -0.41], [7.88, 0.72, 1.91], [-7.58, -0.84, 1.44], [-7.58, -0.56, -0.76], [0.54, -3.97, -4.10], [-4.31, -0.90, 0.11], [-8.83, -2.08, 0.13], [8.73, 1.66, -0.64], [2.09, -0.59, -1.31], [2.53, -1.80, 4.25], [2.24, -1.42, 5.23], [7.52, 0.74, 0.21], [5.92, 2.23, -2.56], [1.38, -2.41, 3.60], [-4.73, 2.28, 1.14], [-6.72, 0.16, 1.15], [-4.34, 2.10, 0.10], [-2.16, -2.58, -0.48], [0.67, -0.83, 2.45], [4.62, 3.31, -0.92]],
  "nbo_charge": [-0.3980, 0.2053, 0.2682, 0.4340, 0.1106, 0.7849, 2.5177, 0.2167, 0.4452, 0.2308, -0.3109, -0.8117, -0.6564, -0.7534, 0.1915, -0.1697, 0.1953, 0.5286, -0.8203, -0.6106, 0.0884, -1.2586, 0.3208, 0.2217, 0.2839, 0.8583, 0.9201, -0.7378, 0.2791, 0.2758, -0.6798, -1.0397, 0.4208, -0.7910, -0.7867, -0.2502, -0.4090, 0.9673, -0.0505, 0.2298, -0.7890, 0.2310, -0.4208, 0.2153, 2.1771, -0.5784, -0.4315, 0.3101, -0.2774, -0.5143, 0.0771, 0.1942, -0.6539],
  "largest_force_ha_per_bohr": 0.0739,
  "gap_ev": 1.0,
  "total_energy_ha": -3451.29439,
  "homo_ev": -7.24
}

***

Entry 3:
{
  "formula": "C6H12F3N5O4PS2",
  "method": "ωB97M-V/def2-TZVPD",
  "symbols": ["C", "H", "H", "F", "H", "S", "C", "F", "H", "H", "C", "O", "F", "O", "H", "S", "N", "C", "O", "C", "O", "H", "N", "H", "H", "H", "C", "P", "N", "H", "N", "H", "N"],
  "positions_angstrom": [[0.93, 3.67, 2.83], [-1.18, -2.97, -1.54], [-4.51, 1.10, -0.63], [0.58, -0.01, -3.94], [1.08, 4.88, 4.45], [-0.92, -1.90, 0.65], [-2.53, -1.29, 0.07], [-0.93, -0.31, -2.37], [0.07, 3.50, 4.74], [-0.25, 1.95, 3.00], [1.04, -3.00, -1.09], [-2.74, 0.04, 0.03], [-0.48, -1.92, -3.76], [3.34, 0.86, -1.22], [0.52, 2.22, 1.48], [1.49, -1.45, -2.02], [0.34, 2.51, 2.42], [-4.04, 0.12, -0.47], [1.64, 4.33, 2.10], [0.04, -0.90, -3.08], [2.34, -0.45, 0.86], [3.75, 0.15, -1.77], [-3.55, -2.03, -0.37], [1.27, -3.84, -1.80], [1.91, -1.31, 1.04], [-0.63, -4.12, -0.29], [-0.47, -3.08, -0.69], [1.97, 0.16, -0.61], [0.81, 1.19, -0.44], [1.71, -3.12, -0.21], [-4.47, -1.10, -0.72], [1.20, 2.09, -0.77], [0.66, 4.03, 4.12]],
  "nbo_charge": [0.7708, 0.2741, 0.2404, -0.2766, 0.4130, 0.2268, 0.3043, -0.2655, 0.3876, 0.3831, -0.5096, -0.4050, -0.2732, -0.8874, 0.4119, 0.3363, -0.8609, 0.2799, -0.6644, 0.9259, -0.9089, 0.5042, -0.2714, 0.2870, 0.5156, 0.2743, -0.5661, 2.0389, -1.2672, 0.2663, -0.2617, 0.4225, -0.8451],
  "largest_force_ha_per_bohr": 0.1024,
  "gap_ev": 6.8,
  "charge": 1,
  "total_energy_ha": -2247.62039,
  "homo_ev": -11.83
}

***

Entry 4:
{
  "formula": "C14H24F3N4O2Sm",
  "method": "ωB97M-V/def2-TZVPD",
  "symbols": ["C", "H", "C", "Sm", "O", "C", "H", "C", "C", "C", "N", "C", "H", "H", "C", "C", "H", "C", "C", "H", "C", "H", "N", "H", "H", "F", "H", "N", "H", "F", "H", "H", "H", "H", "H", "H", "H", "H", "C", "H", "H", "H", "N", "F", "C", "O", "H", "H"],
  "positions_angstrom": [[0.43, -3.49, 1.33], [-0.29, -3.70, 3.35], [0.13, -4.71, 0.77], [-0.40, -0.88, -0.13], [-3.76, 0.62, 0.67], [0.36, 2.18, 2.22], [-1.23, 2.09, 0.07], [0.63, 2.60, 0.76], [2.66, 1.01, 0.70], [1.02, -2.63, -2.19], [2.49, 2.71, 3.47], [2.33, 0.57, 2.15], [-0.08, 3.00, 2.79], [-0.18, -5.60, 1.30], [-2.99, -1.36, -0.41], [-2.92, -0.21, 0.67], [2.09, -2.60, -2.40], [0.28, -4.58, -0.63], [2.08, 2.38, 0.34], [-0.40, 1.40, 2.24], [0.69, -3.29, -0.88], [2.54, -0.91, -0.06], [-0.27, 1.84, -0.16], [1.71, -0.32, 2.13], [3.24, 0.26, 2.68], [-2.21, -0.88, -1.53], [2.90, 3.24, 2.71], [2.12, 0.00, -0.25], [3.25, 2.32, 4.03], [-4.13, -1.75, -0.84], [3.74, 1.06, 0.59], [2.71, 3.17, 0.77], [2.18, 2.54, -0.74], [0.14, -5.35, -1.37], [-0.04, -2.04, 2.87], [2.44, 0.24, -1.18], [1.98, 3.37, 4.07], [1.35, -3.06, 3.24], [0.36, -3.05, 2.77], [0.54, -3.17, -3.00], [-0.13, 2.23, -1.09], [0.42, 3.66, 0.66], [0.80, -2.60, 0.34], [-2.22, -2.43, -0.03], [1.55, 1.59, 2.97], [-1.78, -0.32, 1.34], [0.66, -1.59, -2.28], [1.21, 1.13, 3.89]],
  "lowdin_charge": [-0.3706, 0.0935, -0.0254, 1.8253, 0.2054, -0.0721, 0.1007, -0.3199, -0.3243, -0.0544, 0.2535, -0.0708, 0.1383, 0.1202, -0.4806, -0.5366, 0.0937, -0.0221, -0.1052, 0.1074, -0.4232, 0.0886, 0.0012, 0.1046, 0.1380, -0.0125, 0.1554, -0.0134, 0.1814, 0.3057, 0.1501, 0.1211, 0.1353, 0.1228, 0.0476, 0.1071, 0.1817, 0.0852, -0.0301, 0.1011, 0.1076, 0.1500, -0.1963, 0.0902, -0.2442, -0.2005, 0.0249, 0.1645],
  "s2": 8.76,
  "multiplicity": 6,
  "largest_force_ha_per_bohr": 0.0784,
  "gap_ev": [6.8, 7.1],
  "charge": 2,
  "total_energy_ha": -1874.44976,
  "homo_ev": [-13.17, -13.18]
}

***

Entry 5:
{
  "formula": "C6H10O",
  "method": "ωB97M-V/def2-TZVPD",
  "symbols": ["H", "H", "H", "O", "C", "H", "H", "H", "C", "H", "H", "C", "C", "C", "H", "C", "H"],
  "positions_angstrom": [[-1.55, -0.42, -1.63], [-1.84, -0.58, 1.40], [2.69, 0.15, -0.77], [-0.22, 2.02, 0.26], [-0.17, 0.86, -0.54], [-2.35, 0.78, -0.61], [0.23, 1.17, -1.51], [0.64, -1.73, -0.19], [-1.50, 0.09, -0.66], [2.69, -0.80, 0.75], [-0.55, 1.73, 1.12], [0.73, -0.15, 0.12], [-1.43, -0.97, 0.45], [2.21, 0.02, 0.20], [-2.01, -1.88, 0.24], [0.06, -1.23, 0.62], [2.37, 0.94, 0.77]],
  "nbo_charge": [0.2088, 0.2073, 0.2178, -0.6996, 0.0243, 0.2180, 0.1877, 0.2707, -0.4280, 0.2313, 0.4620, 0.1117, -0.4523, -0.6659, 0.2204, -0.3590, 0.2446],
  "largest_force_ha_per_bohr": 0.0474,
  "de_lowest_kcal_mol": 56.7,
  "gap_ev": 9.2,
  "smiles": "CC1=CCC[C@H]1O",
  "total_energy_ha": -309.75195,
  "homo_ev": -8.39
}

***

Entry 6:
{
  "formula": "C26H32N5O7PtS4",
  "method": "ωB97M-V/def2-TZVPD",
  "symbols": ["C", "C", "C", "C", "C", "C", "H", "H", "C", "H", "O", "O", "S", "H", "C", "H", "H", "C", "H", "C", "C", "H", "C", "H", "C", "O", "C", "O", "C", "C", "H", "H", "H", "N", "H", "H", "H", "S", "O", "H", "H", "C", "N", "C", "H", "C", "H", "H", "N", "O", "H", "N", "H", "Pt", "H", "H", "O", "S", "C", "H", "C", "C", "H", "S", "C", "H", "H", "H", "C", "C", "H", "C", "H", "N", "H"],
  "positions_angstrom": [[-0.22, -1.87, -5.72], [-2.21, 1.89, 2.97], [-3.28, 2.82, 3.50], [3.42, -3.00, 3.67], [-0.13, 3.43, -2.88], [0.61, 2.29, -2.63], [-2.80, -1.48, -7.86], [1.42, -2.46, -0.89], [0.20, -2.97, 1.60], [-0.02, -1.69, -1.59], [-1.37, 2.33, 2.17], [0.98, -3.90, 1.80], [-3.74, 1.68, -2.03], [-2.62, 5.05, -2.00], [2.16, -0.93, 3.29], [-0.86, 4.30, 0.31], [1.38, -2.80, 5.57], [-2.20, -1.37, -6.97], [2.21, -1.56, 6.52], [-0.41, -2.79, 0.20], [3.48, -2.63, 5.14], [4.38, -3.39, 3.34], [-2.65, 0.39, -1.42], [3.02, -2.53, 0.94], [2.15, -2.02, 5.52], [2.13, -0.22, -2.16], [0.50, -1.92, -0.66], [-0.13, -2.08, 2.46], [-3.26, 1.32, -3.66], [-1.58, 5.34, -2.10], [0.72, -2.38, -5.62], [3.68, -3.51, 5.76], [-3.64, -0.11, -6.01], [3.15, -1.79, 2.91], [-1.38, -2.30, 0.29], [-4.08, 2.84, 2.76], [2.65, -3.76, 3.47], [-2.73, 0.08, 0.25], [1.75, -0.03, 2.52], [1.36, -0.74, 0.85], [-0.64, -2.66, -7.68], [-0.68, -1.07, -4.69], [-2.40, 0.27, -3.63], [-0.99, -2.03, -6.87], [4.28, -1.90, 5.29], [0.80, 1.88, -1.32], [-0.12, -0.89, 5.51], [-0.29, 3.75, -3.90], [-2.05, -0.21, -2.39], [2.85, 0.88, -0.10], [-2.89, 3.83, 3.62], [1.75, -0.99, 4.59], [0.53, 2.31, 0.75], [-0.70, 0.02, 1.74], [-0.51, -3.76, -0.28], [-3.68, 2.45, 4.44], [-2.22, 0.67, 3.33], [1.77, 0.45, -0.94], [-0.44, 3.75, -0.52], [-1.39, 6.14, -1.39], [-0.69, 4.15, -1.83], [-1.92, -0.45, -4.77], [1.03, 1.71, -3.44], [-3.74, 2.22, -4.96], [0.31, 2.62, -0.26], [3.55, -0.82, 1.11], [-1.43, 5.72, -3.12], [4.64, -2.15, 1.52], [0.58, -0.23, 5.00], [-2.68, -0.59, -5.92], [-0.05, -0.91, -3.83], [3.60, -1.82, 1.54], [0.09, 0.18, 4.13], [0.82, -0.62, -0.02], [0.87, 0.59, 5.67]],
  "lowdin_charge": [-0.0812, -0.7631, 0.0035, -0.1607, -0.0366, -0.0525, 0.0999, 0.1201, -0.6691, 0.0850, -0.0963, -0.0060, 0.9458, 0.0800, -0.4624, 0.1163, 0.1311, -0.0880, 0.1202, -0.1148, -0.1562, 0.1181, -1.0631, 0.0877, -0.1711, -0.2910, -0.2190, -0.1293, -1.1176, -0.0451, 0.1037, 0.1117, 0.0543, -0.0661, 0.0530, 0.0839, 0.1153, 0.6066, -0.0731, 0.0333, 0.0958, -0.0159, -0.1380, -0.1029, 0.1172, -0.2843, 0.0974, 0.1130, 0.0309, -0.2768, 0.0762, -0.0742, 0.0911, 0.9503, 0.1194, 0.0737, -0.1100, 0.6748, -0.0186, 0.0774, -0.2669, -0.1945, 0.1118, 0.5481, -0.0686, 0.0621, 0.0755, 0.0914, -0.0375, -0.0566, 0.0864, -0.0272, 0.0342, -0.1554, 0.0935],
  "largest_force_ha_per_bohr": 0.0421,
  "de_lowest_kcal_mol": 15.2,
  "gap_ev": [5.9, 5.9],
  "charge": -1,
  "total_energy_ha": -3522.57579,
  "homo_ev": [-4.52, -4.52]
}